Version one
DFT (wB97M-V/def2-TZVPD) results for 2 unconnected molecules or ions with the total composition C4H10O2.

Last column: Mulliken charge in e.
Geometry (Å):
O (-0.73, 0.29, -0.92)  -0.26
O (1.37, -1.74, -2.36)  -0.51
C (0.33, 0.88, 2.16)  -0.84
C (-1.32, 1.45, -0.81)  -0.56
C (0.54, 0.01, -0.87)  -0.21
C (0.93, -1.40, -1.04)  -0.43
H (0.09, 1.37, 3.10)  0.33
H (-0.44, 1.12, 1.42)  0.10
H (-0.71, 2.35, -0.75)  0.36
H (1.24, 0.85, -0.82)  0.46
H (-2.39, 1.43, -0.88)  0.28
H (0.36, -0.21, 2.31)  0.24
H (0.67, -1.46, -2.96)  0.30
H (1.78, -1.64, -0.40)  0.27
H (0.09, -2.04, -0.73)  0.25
H (1.31, 1.22, 1.80)  0.22

HOMO-LUMO gap (alpha / beta) in eV: 8.169 / 8.104
Net charge: 0
Molar mass in g mol⁻¹: 90.1
E_HOMO (alpha / beta) in hartree: -0.2808 / -0.2767
Spin multiplicity: 1

---

Version two
DFT (wB97M-V/def2-TZVPD) results for a single C4H10O2 molecule.

Last column: Mulliken charge in e.
Geometry (Å):
O (-3.04, -0.21, -0.06)  -0.54
O (3.01, 0.26, -0.06)  -0.51
C (-1.85, 0.60, 0.06)  -0.46
C (-0.68, -0.25, 0.13)  -0.50
C (1.72, -0.46, 0.06)  -0.49
C (0.60, 0.53, -0.06)  -0.58
H (-1.67, 1.43, -0.64)  0.30
H (-1.89, 1.00, 1.10)  0.23
H (0.72, 1.39, 0.64)  0.35
H (1.66, -0.92, 1.12)  0.26
H (1.54, -1.15, -0.76)  0.31
H (-0.78, -0.90, 1.05)  0.30
H (-3.10, -0.90, -0.78)  0.31
H (-0.75, -1.00, -0.62)  0.39
H (3.69, -0.39, -0.13)  0.29
H (0.82, 0.95, -1.04)  0.31

SMILES: OCCCCO
HOMO-LUMO gap in eV: 11.369
Net charge: 0
Molar mass in g mol⁻¹: 90.1
E_HOMO in hartree: -0.3845
Spin multiplicity: 1

---

Version three
DFT (wB97M-V/def2-TZVPD) results for a single C4H10O2 molecule.

Last column: Mulliken charge in e.
Geometry (Å):
O (1.40, -0.26, 0.36)  -0.30
O (-1.44, -1.12, 1.18)  -0.58
C (-2.10, 0.84, 0.02)  -1.40
C (0.19, -0.16, -0.35)  -0.63
C (-0.94, 0.09, 0.65)  0.50
C (2.53, -0.30, -0.48)  -0.70
H (-0.51, 0.70, 1.46)  0.21
H (0.25, 0.67, -1.08)  0.35
H (-0.02, -1.09, -0.90)  0.32
H (-1.77, 1.83, -0.30)  0.38
H (3.42, -0.23, 0.15)  0.25
H (2.52, 0.55, -1.18)  0.30
H (-0.71, -1.57, 1.61)  0.34
H (2.57, -1.23, -1.06)  0.28
H (-2.91, 0.96, 0.74)  0.36
H (-2.48, 0.30, -0.85)  0.32

SMILES: COC[C@@H](C)O
HOMO-LUMO gap in eV: 11.036
Net charge: 0
Molar mass in g mol⁻¹: 90.1
E_HOMO in hartree: -0.3691
Spin multiplicity: 1

---

Version four
DFT (wB97M-V/def2-TZVPD) results for a single C4H10O2 molecule.

Last column: Mulliken charge in e.
Geometry (Å):
O (-1.19, 0.26, -0.71)  -0.43
O (1.47, -0.29, 1.92)  -0.57
C (0.36, -0.75, 1.14)  0.43
C (0.81, -1.27, -0.20)  -1.15
C (-0.60, 0.41, 0.66)  -0.67
C (-0.84, 1.20, -1.72)  -0.69
H (0.25, 1.37, -1.78)  0.32
H (-1.48, 0.48, 1.28)  0.34
H (-0.16, -1.51, 1.75)  0.31
H (1.23, -0.15, 2.85)  0.31
H (-1.35, 2.15, -1.54)  0.31
H (0.00, -0.94, -0.89)  0.29
H (0.91, -2.35, -0.26)  0.33
H (0.02, 1.32, 0.68)  0.34
H (-1.15, 0.85, -2.72)  0.24
H (1.73, -0.75, -0.47)  0.28

SMILES: COC[C@@H](C)O
HOMO-LUMO gap in eV: 10.502
Net charge: 0
Molar mass in g mol⁻¹: 90.1
E_HOMO in hartree: -0.3517
Spin multiplicity: 1

---

Of them, version three has the highest stability.

---

Version one
DFT (wB97M-V/def2-TZVPD) results for a single C4H10O2 molecule.

Last column: Mulliken charge in e.
Geometry (Å):
O (1.81, 0.26, -0.59)  -0.34
O (-1.63, -0.58, 0.01)  -0.30
C (-2.87, 0.08, 0.03)  -0.69
C (2.78, 0.11, 0.42)  -0.69
C (0.69, -0.57, -0.43)  -0.50
C (-0.55, 0.28, -0.23)  -0.30
H (3.56, 0.85, 0.23)  0.24
H (3.23, -0.89, 0.41)  0.29
H (0.80, -1.25, 0.43)  0.35
H (-3.64, -0.67, 0.23)  0.24
H (-2.91, 0.85, 0.83)  0.29
H (0.56, -1.19, -1.32)  0.25
H (-3.08, 0.57, -0.93)  0.29
H (-0.40, 0.97, 0.62)  0.27
H (-0.72, 0.90, -1.13)  0.28
H (2.36, 0.29, 1.42)  0.32

SMILES: COCCOC
HOMO-LUMO gap in eV: 10.890
Net charge: 0
Molar mass in g mol⁻¹: 90.1
E_HOMO in hartree: -0.3608
Spin multiplicity: 1

---

Version two
DFT (wB97M-V/def2-TZVPD) results for a single C4H10O2 molecule.

Last column: Mulliken charge in e.
Geometry (Å):
O (-1.03, -1.49, 0.27)  -0.56
O (-0.83, 0.82, -1.62)  -0.55
C (0.41, 1.30, -1.08)  -0.51
C (1.05, -0.29, 0.79)  -0.37
C (0.45, 1.06, 0.45)  -0.67
C (-0.03, -1.26, 1.28)  -0.67
H (1.21, 0.98, -1.72)  0.32
H (0.36, 2.36, -1.34)  0.28
H (-0.62, -0.97, 2.15)  0.34
H (-0.59, 1.27, 0.75)  0.36
H (1.06, 1.90, 0.83)  0.34
H (1.56, -0.78, -0.05)  0.33
H (0.46, -2.23, 1.60)  0.30
H (1.76, -0.27, 1.63)  0.34
H (-1.19, 0.10, -1.08)  0.38
H (-0.60, -1.91, -0.49)  0.33

SMILES: OCCCCO
HOMO-LUMO gap in eV: 10.778
Net charge: 0
Molar mass in g mol⁻¹: 90.1
E_HOMO in hartree: -0.3625
Spin multiplicity: 1

---

Version three
DFT (wB97M-V/def2-TZVPD) results for a molecular structure, C4H10O2.

Last column: Mulliken charge in e.
Geometry (Å):
O (1.80, 0.04, -0.07)  -0.59
O (0.41, -0.35, 2.11)  -0.58
C (0.78, 0.71, 0.00)  0.98
C (0.37, 1.68, -1.07)  -1.17
C (-0.03, 0.70, 1.29)  -0.74
C (-0.85, -2.02, -0.59)  -0.88
H (1.32, -0.64, 1.64)  0.41
H (-1.33, -3.00, -0.59)  0.34
H (-1.57, -1.28, -0.98)  0.21
H (1.18, 1.87, -1.78)  0.34
H (-0.48, 1.27, -1.62)  0.27
H (-0.65, -1.85, 0.74)  0.15
H (0.01, -2.07, -1.29)  0.22
H (0.12, 1.68, 1.78)  0.39
H (0.04, 2.63, -0.63)  0.33
H (-1.10, 0.64, 1.05)  0.33

HOMO-LUMO gap in eV: 11.089
Net charge: 0
Molar mass in g mol⁻¹: 90.1
E_HOMO in hartree: -0.3772
Spin multiplicity: 1

---

Of them, version two has the highest stability.

---

Version one
DFT (wB97M-V/def2-TZVPD) results for a single C9H16N2O5S molecule.

Last column: Mulliken charge in e.
Geometry (Å):
S (0.40, 2.38, -0.90)  1.24
O (0.39, -1.28, 2.31)  -0.50
O (-0.67, 3.11, -1.51)  -0.64
O (1.17, 1.61, -2.07)  -0.38
O (2.27, -0.17, -2.90)  -0.54
O (1.37, 3.07, -0.11)  -0.64
N (1.82, -2.30, 0.88)  -0.49
N (-0.25, 1.90, 3.27)  -0.65
C (-0.63, -2.37, 0.45)  -0.58
C (1.42, 0.22, -1.86)  0.03
C (-0.28, 1.05, 0.11)  -0.01
C (-1.31, 1.72, 1.06)  -1.13
C (0.55, -1.91, 1.29)  0.36
C (-1.52, -1.22, -0.04)  -1.28
C (-1.09, 1.35, 2.51)  -0.11
C (0.09, -0.50, -1.91)  -0.98
C (-0.88, -0.05, -0.80)  0.16
H (-2.23, -1.68, -0.73)  0.40
H (3.00, -0.68, -2.54)  0.39
H (1.83, -2.75, -0.03)  0.27
H (-0.34, -0.22, -2.88)  0.36
H (-1.20, 2.80, 1.00)  0.53
H (-1.24, -3.00, 1.10)  0.41
H (-1.72, 0.45, -1.31)  0.78
H (1.93, 0.08, -0.90)  0.39
H (0.27, 2.63, 2.77)  0.30
H (-2.33, 1.49, 0.72)  0.35
H (-2.13, -0.85, 0.79)  0.36
H (-1.71, 0.54, 2.92)  0.38
H (0.24, -1.58, -1.95)  0.32
H (0.57, 0.71, 0.70)  0.26
H (-0.29, -2.98, -0.38)  0.39
H (2.51, -1.57, 0.94)  0.27

SMILES: [H]/N=C\C[C@H]1[C@H](CCC(N)=O)C[C@@H](O)OS1(=O)=O
HOMO-LUMO gap in eV: 9.874
Net charge: 0
Molar mass in g mol⁻¹: 264.3
E_HOMO in hartree: -0.3643
Spin multiplicity: 1

---

Version two
DFT (wB97M-V/def2-TZVPD) results for a single C9H16N2O5S molecule.

Last column: Mulliken charge in e.
Geometry (Å):
S (-4.94, -0.26, 0.42)  -0.05
O (3.38, 1.77, -0.15)  -0.70
O (1.60, 1.91, 1.18)  -0.45
O (0.42, 0.97, -0.84)  -0.69
O (5.22, -0.03, -0.81)  -0.53
O (4.71, -2.19, -0.02)  -0.56
N (-1.80, -1.05, 1.26)  -0.61
N (0.77, -0.58, 0.78)  -0.11
C (-1.52, -0.34, -0.01)  0.18
C (-0.02, 0.07, -0.07)  0.08
C (2.51, 1.24, 0.49)  0.41
C (4.37, -1.08, -0.42)  0.38
C (-6.35, -0.36, -0.64)  -0.83
C (2.85, -0.87, -0.62)  -0.64
C (-3.73, 0.29, -0.95)  -1.08
C (-2.40, 0.87, -0.49)  -0.46
C (2.14, -0.22, 0.67)  -0.06
H (0.50, -1.41, 1.38)  0.43
H (-2.58, -1.65, 1.01)  0.30
H (-7.35, -0.80, -0.21)  0.30
H (-6.07, -0.95, -1.57)  0.25
H (-6.69, 0.54, -1.18)  0.30
H (-2.61, 1.61, 0.34)  0.26
H (2.11, 2.84, 1.24)  0.41
H (-4.27, 1.11, -1.46)  0.42
H (-3.62, -0.42, -1.70)  0.59
H (-1.87, 1.47, -1.31)  0.33
H (-1.65, -1.12, -0.78)  0.31
H (4.77, 0.88, -1.02)  0.43
H (2.62, -0.32, -1.56)  0.42
H (-2.00, -0.52, 2.14)  0.21
H (2.77, -0.59, 1.54)  0.46
H (2.63, -2.03, -0.56)  0.29

SMILES: CSCC[C@H](N)C(=O)N[C@@H](CC(=O)O)C(=O)O
HOMO-LUMO gap in eV: 9.423
Net charge: 0
Molar mass in g mol⁻¹: 264.3
E_HOMO in hartree: -0.3285
Spin multiplicity: 1

---

Of them, version one has the highest stability.

---

Version one
DFT (wB97M-V/def2-TZVPD) results for 2 unconnected molecules or ions with the total composition C2H4ClI.

Last column: Mulliken charge in e.
Geometry (Å):
I (-2.96, -0.15, -0.04)  0.26
Cl (-1.12, 2.96, 0.01)  -0.46
C (-0.97, 0.27, 0.46)  -0.60
C (0.10, -0.34, -0.28)  -0.86
H (0.22, -0.03, -1.28)  0.32
H (-0.05, -1.51, -0.40)  0.32
H (-0.89, 0.94, 1.20)  0.72
H (1.11, -0.34, 0.19)  0.30

HOMO-LUMO gap (alpha / beta) in eV: 7.035 / 6.906
Net charge: 0
Molar mass in g mol⁻¹: 190.4
E_HOMO (alpha / beta) in hartree: -0.3398 / -0.3375
Spin multiplicity: 1

---

Version two
DFT (wB97M-V/def2-TZVPD) results for a molecular structure, C2H4ClI.

Last column: Mulliken charge in e.
Geometry (Å):
I (0.88, 2.78, -0.65)  0.10
Cl (-1.34, 1.76, 1.46)  -0.13
C (0.28, -0.07, 0.27)  -1.15
C (-0.42, 1.25, 0.10)  -0.12
H (-1.37, 0.94, -1.20)  0.26
H (1.16, 0.02, 0.91)  0.36
H (-0.40, -0.79, 0.74)  0.36
H (0.58, -0.46, -0.70)  0.33

HOMO-LUMO gap in eV: 9.502
Net charge: 0
Molar mass in g mol⁻¹: 190.4
E_HOMO in hartree: -0.3488
Spin multiplicity: 1

---

Of them, version two has the highest stability.

---

Version one
DFT (wB97M-V/def2-TZVPD) results for 2 unconnected molecules or ions with the total composition C3HNO2.

Last column: Mulliken charge in e.
Geometry (Å):
O (-1.05, -0.58, 1.57)  -0.37
O (-1.30, -1.44, -1.92)  -0.35
N (1.08, 0.45, -0.26)  -0.35
C (-1.04, -1.42, -0.74)  0.22
C (1.51, 1.38, 0.23)  0.05
C (-1.01, -0.63, 0.37)  0.50
H (1.82, 2.25, 0.75)  0.30

SMILES: O=C=C=O.C#N
HOMO-LUMO gap (alpha / beta) in eV: 7.356 / 7.349
Net charge: 0
Molar mass in g mol⁻¹: 83.0
E_HOMO (alpha / beta) in hartree: -0.3142 / -0.3132
Spin multiplicity: 1

---

Version two
DFT (wB97M-V/def2-TZVPD) results for 2 unconnected molecules or ions with the total composition C3HNO2.

Last column: Mulliken charge in e.
Geometry (Å):
O (-1.68, -1.26, -0.77)  -0.26
O (-0.80, 2.01, 0.27)  -0.32
N (1.60, -0.59, 1.43)  -0.33
C (1.61, -0.48, 0.33)  0.12
C (-0.84, 0.85, 0.03)  0.36
C (-1.69, -0.14, -0.50)  0.18
H (1.80, -0.38, -0.80)  0.26

SMILES: O=C=C=O.C#N
HOMO-LUMO gap in eV: 7.554
Net charge: 0
Molar mass in g mol⁻¹: 83.0
E_HOMO in hartree: -0.3345
Spin multiplicity: 1

---

Version three
DFT (wB97M-V/def2-TZVPD) results for a single C3HNO2 molecule.

Last column: Mulliken charge in e.
Geometry (Å):
O (-1.33, -0.95, -0.98)  -0.37
O (0.07, 1.78, 0.10)  -0.41
N (2.42, -0.73, 0.09)  -0.27
C (-1.10, -0.30, 0.01)  0.05
C (0.14, 0.58, 0.06)  0.52
C (1.43, -0.13, 0.03)  0.17
H (-1.77, -0.27, 0.89)  0.32

SMILES: N#CC(=O)C=O
HOMO-LUMO gap in eV: 9.607
Net charge: 0
Molar mass in g mol⁻¹: 83.0
E_HOMO in hartree: -0.4052
Spin multiplicity: 1

---

Of them, version three has the highest stability.

---

Version one
DFT (wB97M-V/def2-TZVPD) results for a single C3H5ClFN molecule.

Last column: Mulliken charge in e.
Geometry (Å):
Cl (-3.37, 0.21, -0.25)  -0.16
F (-0.74, 1.80, 0.11)  -0.26
N (1.58, 0.11, -0.70)  -0.57
C (-0.63, 0.42, 0.10)  0.49
C (0.70, -0.20, 0.34)  -0.28
C (-1.75, -0.35, 0.03)  -0.37
H (1.12, -0.06, 1.35)  0.25
H (0.57, -1.30, 0.30)  0.22
H (1.69, 1.05, -0.97)  0.20
H (2.50, -0.22, -0.51)  0.21
H (-1.69, -1.45, 0.21)  0.26

SMILES: NC/C(F)=C/Cl
HOMO-LUMO gap in eV: 10.142
Net charge: 0
Molar mass in g mol⁻¹: 109.5
E_HOMO in hartree: -0.3430
Spin multiplicity: 1

---

Version two
DFT (wB97M-V/def2-TZVPD) results for a single C3H5ClFN molecule.

Last column: Mulliken charge in e.
Geometry (Å):
Cl (-2.00, 1.53, 0.80)  -0.21
F (0.21, -0.04, -2.00)  -0.29
N (0.88, -1.25, 0.52)  -0.51
C (0.11, 0.77, -0.90)  -0.01
C (-0.97, 0.39, 0.05)  -0.26
C (0.41, 0.08, 0.50)  -0.23
H (1.01, 0.64, 1.21)  0.41
H (0.45, 1.77, -1.18)  0.35
H (0.94, -1.64, 1.45)  0.21
H (0.53, -1.82, -0.21)  0.21
H (-1.57, -0.43, -0.24)  0.33

SMILES: N[C@H]1[C@@H](F)[C@@H]1Cl
HOMO-LUMO gap in eV: 10.033
Net charge: 0
Molar mass in g mol⁻¹: 109.5
E_HOMO in hartree: -0.3296
Spin multiplicity: 1

---

Of them, version one has the highest stability.